# C41H80N2O17S7

A 12-piece molecular cluster, C41H80N2O17S7 overall (ωB97M-V/def2-TZVPD, the Open Molecules 2025 dataset).

The value obtained for the LUMO energy is 0.01 eV. The value obtained for the highest occupied orbital energy is -9.711 eV. The spin multiplicity is 1. The HOMO-LUMO gap is 9.72 eV.

Cartesian coordinates (Å):
O  0.117  -2.193  1.993
S  -0.007  -1.470  0.732
O  -0.538  -2.173  -0.442
C  -1.119  0.049  1.097
C  -0.190  1.182  1.471
C  1.069  1.063  0.464
C  1.480  -0.388  0.351
H  -2.096  -0.068  1.567
H  -1.448  0.222  0.072
H  -0.639  2.171  1.383
H  -0.053  1.058  2.545
H  1.869  1.779  0.651
H  0.598  1.394  -0.462
H  2.329  -0.421  1.034
H  1.786  -0.678  -0.654
O  -1.779  -9.659  5.211
S  -3.068  -9.370  5.722
O  -3.239  -9.650  7.158
C  -3.425  -7.564  5.408
C  -4.909  -7.648  5.048
C  -5.137  -8.882  4.192
C  -4.338  -10.127  4.733
H  -2.774  -7.226  4.602
H  -3.249  -6.821  6.186
H  -5.528  -7.540  5.939
H  -5.133  -6.722  4.520
H  -4.826  -8.625  3.179
H  -6.171  -9.226  4.162
H  -3.769  -10.542  3.902
H  -4.921  -10.831  5.328
O  4.596  -2.079  5.932
S  5.093  -3.375  6.503
O  6.403  -3.406  7.160
C  3.882  -3.899  7.790
C  3.063  -5.015  7.177
C  3.946  -5.772  6.214
C  4.723  -4.781  5.330
H  3.535  -3.042  8.368
H  4.548  -4.377  8.508
H  2.679  -5.789  7.841
H  2.232  -4.528  6.666
H  3.405  -6.476  5.582
H  4.712  -6.388  6.685
H  3.996  -4.391  4.617
H  5.637  -5.126  4.846
O  3.415  3.210  -8.537
S  3.091  4.240  -7.582
O  2.334  3.983  -6.344
C  4.552  5.352  -7.156
C  4.251  6.901  -7.170
C  2.746  7.050  -7.475
C  2.275  5.796  -8.292
H  5.294  5.071  -7.904
H  4.888  5.068  -6.159
H  4.506  7.284  -6.182
H  4.810  7.397  -7.964
H  2.490  7.936  -8.057
H  2.189  7.175  -6.547
H  2.775  5.872  -9.257
H  1.201  5.755  -8.474
O  -0.491  9.385  -1.228
S  0.788  10.082  -1.119
O  1.315  11.028  -2.146
C  0.934  10.802  0.596
C  1.710  9.844  1.495
C  2.704  9.064  0.611
C  1.999  8.655  -0.684
H  -0.070  11.016  0.964
H  1.437  11.756  0.438
H  2.126  10.272  2.407
H  0.967  9.160  1.904
H  2.933  8.177  1.201
H  3.606  9.652  0.441
H  1.325  7.816  -0.509
H  2.699  8.464  -1.498
O  4.302  -6.041  -9.504
S  4.234  -6.195  -8.060
O  4.614  -7.483  -7.435
C  5.341  -4.857  -7.400
C  4.622  -4.159  -6.243
C  3.294  -4.939  -5.963
C  2.764  -5.456  -7.339
H  5.350  -4.132  -8.215
H  6.347  -5.238  -7.226
H  5.146  -4.128  -5.288
H  4.343  -3.148  -6.541
H  2.544  -4.399  -5.385
H  3.710  -5.708  -5.312
H  2.708  -4.547  -7.938
H  1.882  -6.095  -7.369
O  -11.979  0.575  3.133
S  -11.676  0.017  1.807
O  -12.582  -0.881  1.134
C  -11.306  1.352  0.523
C  -9.756  1.307  0.400
C  -9.315  -0.235  0.471
C  -9.959  -0.774  1.793
H  -11.909  2.229  0.757
H  -11.714  0.900  -0.381
H  -9.521  1.645  -0.609
H  -9.308  1.942  1.164
H  -8.248  -0.390  0.311
H  -9.683  -0.692  -0.448
H  -9.405  -0.257  2.576
H  -10.054  -1.854  1.910
C  -5.859  9.594  -0.040
C  -5.777  8.212  0.477
C  -4.694  8.006  1.450
O  -6.606  7.340  0.290
H  -6.373  10.315  0.595
H  -6.360  9.498  -1.003
H  -4.895  10.075  -0.209
H  -5.089  8.058  2.465
H  -3.891  8.727  1.297
H  -4.369  7.005  1.167
C  9.934  -0.883  -0.638
C  9.215  -1.135  0.629
C  9.911  -0.746  1.985
O  8.057  -1.526  0.573
H  9.401  -1.330  -1.477
H  10.963  -1.244  -0.670
H  9.832  0.196  -0.752
H  9.373  0.010  2.558
H  10.919  -0.473  1.673
H  10.001  -1.667  2.560
C  -6.430  -5.940  -3.573
C  -6.791  -6.785  -4.801
C  -6.314  -8.206  -4.955
O  -7.434  -6.266  -5.771
H  -6.964  -4.995  -3.665
H  -5.371  -5.905  -3.318
H  -6.876  -6.298  -2.645
H  -6.930  -8.893  -4.375
H  -5.267  -8.423  -4.743
H  -6.445  -8.652  -5.941
C  -2.127  -0.894  7.327
C  -3.542  -1.033  7.092
N  -4.713  -1.122  7.008
H  -1.497  -1.509  6.686
H  -1.940  -1.139  8.373
H  -2.033  0.188  7.240
C  9.396  5.709  0.538
C  8.151  5.392  -0.113
N  7.251  5.076  -0.752
H  9.978  4.803  0.706
H  9.237  6.279  1.453
H  10.039  6.310  -0.105